Entry from the OMol25 dataset: a 12-piece molecular cluster, C15H54N14O12 overall at a distorted geometry (wB97M-V/def2-TZVPD).

Geometry (Å):
N: -19.074 -0.859 20.789
C: -18.969 -0.190 21.905
N: -20.098 0.044 22.536
O: -17.737 0.262 22.337
H: -18.158 -1.152 20.394
H: -19.959 -1.190 20.425
H: -20.115 0.425 23.451
H: -20.930 -0.605 22.490
N: -14.743 4.000 24.672
C: -14.952 2.781 25.080
N: -15.447 2.052 24.133
O: -14.551 2.314 26.336
H: -14.156 4.683 25.145
H: -14.997 4.363 23.749
H: -15.632 1.053 24.365
H: -15.930 2.403 23.337
N: -13.945 -1.457 20.281
C: -15.161 -1.002 20.655
N: -15.130 -0.200 21.704
O: -16.253 -1.140 19.850
H: -13.765 -2.151 19.529
H: -13.219 -0.970 20.648
H: -16.017 -0.061 22.121
H: -14.308 0.072 22.219
N: -21.193 2.149 21.424
C: -22.063 1.721 20.616
N: -22.612 2.739 20.042
O: -22.414 0.482 20.443
H: -20.576 1.378 21.789
H: -20.905 3.112 21.359
H: -23.305 2.569 19.281
H: -22.208 3.625 20.126
N: -20.407 0.062 25.354
C: -21.583 0.594 25.073
N: -21.486 1.885 25.148
O: -22.684 -0.133 24.627
H: -20.284 -1.023 25.272
H: -19.583 0.533 25.769
H: -22.231 2.463 24.701
H: -20.675 2.234 25.613
N: -19.139 -4.099 16.732
C: -18.348 -3.087 17.076
N: -17.095 -3.207 16.855
O: -18.739 -1.922 17.653
H: -20.181 -4.064 16.879
H: -18.845 -4.625 15.935
H: -16.609 -2.286 17.013
H: -16.549 -4.038 16.641
N: -22.396 -1.362 22.327
C: -22.162 -2.633 21.982
N: -22.031 -3.492 22.932
O: -22.042 -2.972 20.685
H: -22.560 -0.721 21.525
H: -22.704 -1.081 23.266
H: -21.880 -4.514 22.594
H: -22.116 -3.311 23.942
C: -21.604 -1.260 18.091
C: -21.752 0.048 17.366
O: -20.471 0.472 16.940
H: -22.663 -1.596 18.369
H: -20.999 -1.104 18.928
H: -21.203 -1.978 17.420
H: -22.286 0.753 17.963
H: -22.463 0.000 16.502
H: -19.893 0.665 17.678
C: -18.341 -4.430 20.659
C: -17.784 -3.574 21.839
O: -17.385 -4.419 22.865
H: -19.365 -4.888 20.879
H: -17.797 -5.230 20.362
H: -18.471 -3.823 19.795
H: -18.523 -2.862 22.215
H: -16.888 -3.143 21.514
H: -18.045 -4.410 23.540
C: -18.787 3.411 23.498
C: -18.166 3.499 22.122
O: -16.850 3.109 22.234
H: -19.824 3.597 23.601
H: -18.265 3.958 24.293
H: -18.859 2.392 23.844
H: -18.406 4.467 21.696
H: -18.578 2.798 21.440
H: -16.446 3.015 21.351
C: -16.748 -1.474 24.840
O: -15.769 -0.540 24.591
H: -16.793 -2.136 24.028
H: -17.691 -0.931 24.928
H: -16.555 -2.033 25.783
H: -14.915 -0.967 24.745
C: -17.473 1.530 19.124
O: -18.803 0.976 18.957
H: -17.643 2.541 19.350
H: -16.788 1.375 18.254
H: -17.055 1.184 20.020
H: -19.029 0.359 19.667

Properties
**E_tot**: -61860.2336 eV
**Frontier orbital gap**: 0.2940 Eh
**2S+1**: 1
**SMILES**: NC(N)=O.NC(N)=O.NC(N)=O.NC(N)=O.NC(N)=O.NC(N)=O.NC(N)=O.CCO.CCO.CCO.CO.CO

Entry from the OMol25 dataset: C15H55HgO15 as an isolated structure at a distorted geometry (wB97M-V/def2-TZVPD).

Geometry (Å):
Hg: 3.265 1.373 -3.712
C: -0.354 0.204 0.814
C: 0.683 0.452 -0.328
O: 1.426 1.449 -0.350
O: 0.631 -0.248 -1.372
H: 0.125 0.511 1.744
H: -0.565 -0.865 0.814
H: -1.275 0.771 0.677
C: -0.136 -0.273 -6.537
O: 0.664 0.827 -6.192
H: 0.085 -1.139 -5.914
H: -1.152 0.086 -6.374
H: -0.085 -0.525 -7.596
H: 0.302 1.568 -6.684
C: 2.069 -5.282 -2.715
O: 1.580 -4.831 -3.946
H: 2.050 -4.536 -1.920
H: 1.464 -6.124 -2.379
H: 3.125 -5.522 -2.839
H: 2.115 -4.070 -4.180
C: 4.474 -2.468 1.429
O: 5.376 -1.468 0.968
H: 4.880 -3.435 1.132
H: 4.397 -2.569 2.512
H: 3.468 -2.395 1.016
H: 5.423 -1.476 0.009
C: 4.292 3.397 2.954
O: 3.035 4.007 2.592
H: 4.130 2.327 3.079
H: 5.056 3.612 2.207
H: 4.588 3.808 3.919
H: 2.690 3.673 1.761
C: -1.522 4.755 -0.418
O: -0.595 5.773 -0.716
H: -1.659 3.994 -1.187
H: -1.270 4.216 0.494
H: -2.506 5.214 -0.318
H: -0.725 6.480 -0.081
C: -6.239 2.153 0.600
O: -5.752 0.975 -0.030
H: -6.933 2.607 -0.108
H: -6.648 2.046 1.605
H: -5.395 2.836 0.698
H: -5.653 1.273 -0.937
C: 7.259 3.658 -2.162
O: 5.895 3.634 -2.335
H: 7.611 4.528 -2.717
H: 7.410 3.828 -1.096
H: 7.695 2.735 -2.543
H: 5.501 4.320 -1.791
C: 0.498 -0.953 5.691
O: 0.952 -1.861 6.652
H: -0.195 -1.359 4.954
H: 0.031 -0.104 6.189
H: 1.340 -0.551 5.129
H: 1.592 -2.463 6.266
C: -3.355 -2.266 -2.747
O: -2.701 -3.465 -3.086
H: -4.419 -2.470 -2.869
H: -3.074 -1.975 -1.735
H: -3.133 -1.437 -3.419
H: -1.770 -3.245 -3.167
C: 2.121 5.857 -4.666
O: 1.847 4.720 -3.903
H: 1.820 6.782 -4.175
H: 3.209 5.873 -4.728
H: 1.645 5.777 -5.643
H: 1.259 4.994 -3.195
C: -5.679 -3.807 1.652
O: -6.621 -2.788 1.839
H: -4.734 -3.408 2.022
H: -6.009 -4.705 2.173
H: -5.632 -4.165 0.623
H: -6.459 -2.122 1.167
C: -4.031 -0.136 5.694
O: -3.615 0.455 6.886
H: -3.575 0.415 4.872
H: -3.658 -1.146 5.521
H: -5.115 -0.111 5.579
H: -3.769 -0.164 7.603
C: -0.770 -5.794 1.850
O: 0.405 -6.232 2.436
H: -1.174 -4.913 2.348
H: -0.507 -5.412 0.864
H: -1.516 -6.578 1.721
H: 0.493 -7.108 2.054

Properties
**E_tot**: -51313.8633 eV
**Frontier orbital gap**: 0.0676 Eh
**2S+1**: 1
**Charge**: +1

Entry from the OMol25 dataset: C15H79BrN3O27PS2Si2 as an isolated structure at a distorted geometry (wB97M-V/def2-TZVPD).

Geometry (Å):
C: -0.958 -4.088 -2.452
C: -0.026 -3.046 -1.758
P: -0.468 -2.876 0.030
C: -2.108 -2.050 0.307
C: -2.291 -0.645 -0.300
Si: 1.137 -1.861 1.176
N: 2.389 -3.052 1.444
O: 1.916 -0.613 0.325
C: 1.020 0.481 0.016
C: 1.830 1.594 -0.705
C: 1.201 1.889 -2.081
O: 1.826 2.805 0.048
O: 0.416 -1.343 2.610
Si: 1.421 -0.756 3.814
C: 2.579 -2.059 4.532
Br: 2.719 0.962 3.160
C: 0.298 -0.198 5.229
C: -0.225 1.271 5.121
C: -1.537 1.285 4.280
S: -1.205 2.056 2.670
C: -2.771 2.246 1.896
S: -4.062 1.323 2.204
N: -2.786 3.321 0.966
C: -1.959 3.319 -0.138
C: -2.225 4.511 -0.750
N: -3.190 5.197 -0.059
C: -3.496 4.468 0.975
H: -1.372 -3.650 -3.363
H: -0.388 -4.973 -2.767
H: -1.754 -4.466 -1.793
H: 0.018 -2.119 -2.321
H: 0.978 -3.489 -1.786
H: -2.850 -2.700 -0.179
H: -2.327 -2.100 1.378
H: -3.344 -0.365 -0.445
H: -1.880 0.098 0.400
H: -1.814 -0.539 -1.281
H: 2.402 -3.621 0.598
H: 2.071 -3.644 2.208
H: 0.559 0.921 0.906
H: 0.298 0.112 -0.722
H: 2.863 1.247 -0.874
H: 0.125 2.092 -2.020
H: 1.669 2.782 -2.519
H: 1.362 1.052 -2.760
H: 1.957 3.534 -0.568
H: 3.459 -2.088 3.872
H: 2.142 -3.062 4.489
H: 2.908 -1.782 5.537
H: -0.581 -0.850 5.319
H: 0.854 -0.328 6.168
H: 0.509 1.986 4.757
H: -0.523 1.567 6.132
H: -1.868 0.258 4.101
H: -2.325 1.815 4.822
H: -1.246 2.556 -0.413
H: -1.720 4.836 -1.650
H: -4.213 4.750 1.734
O: 6.182 0.362 2.095
H: 6.007 1.310 2.080
H: 5.335 -0.021 1.844
O: -0.297 1.647 -4.839
H: -0.834 2.182 -5.444
H: 0.350 1.220 -5.410
O: 3.708 -5.349 -0.378
H: 4.464 -4.751 -0.473
H: 4.069 -6.102 0.099
O: -5.696 7.288 1.607
H: -6.377 6.673 1.900
H: -5.108 6.747 1.065
O: 0.193 -2.453 -4.744
H: 0.517 -1.587 -4.460
H: 0.904 -3.057 -4.501
O: -3.871 9.169 -0.397
H: -4.550 8.554 -0.099
H: -3.286 8.626 -0.935
O: -7.441 1.998 2.527
H: -6.481 1.887 2.565
H: -7.685 2.235 3.429
O: 5.222 -0.484 6.105
H: 4.727 -0.022 5.421
H: 5.918 -0.939 5.620
O: -5.094 3.721 -2.200
H: -4.852 4.618 -1.937
H: -4.382 3.176 -1.851
O: -8.882 -0.432 4.114
H: -8.566 0.305 3.576
H: -9.755 -0.626 3.758
O: -4.568 6.160 -3.494
H: -4.722 7.111 -3.531
H: -5.389 5.773 -3.820
O: 6.351 -5.032 -0.818
H: 7.248 -5.209 -0.505
H: 6.160 -5.774 -1.402
O: 5.360 2.326 0.400
H: 5.587 3.088 -0.144
H: 4.457 2.116 0.132
O: 8.497 -7.034 0.092
H: 8.064 -7.892 0.140
H: 9.436 -7.244 0.057
O: -3.599 -4.888 -1.337
H: -4.172 -4.913 -0.563
H: -4.205 -4.959 -2.083
O: 1.823 3.347 5.975
H: 1.727 4.289 5.803
H: 2.621 3.100 5.493
O: 4.982 -0.236 -1.852
H: 5.938 -0.329 -1.927
H: 4.840 -0.050 -0.915
O: 1.022 -5.966 0.796
H: 1.787 -5.746 0.246
H: 1.042 -6.926 0.855
O: -2.286 3.379 -5.873
H: -2.334 4.073 -5.207
H: -3.149 3.397 -6.298
O: 2.035 -1.194 -2.639
H: 2.986 -1.340 -2.723
H: 1.912 -0.994 -1.700
O: 4.684 2.481 -2.659
H: 5.440 2.746 -3.192
H: 4.767 1.511 -2.588
O: 1.183 -2.077 -7.395
H: 0.618 -2.199 -6.611
H: 0.565 -1.876 -8.106
O: 2.206 -4.508 -8.672
H: 3.165 -4.560 -8.700
H: 2.023 -3.693 -8.177
O: -8.238 -3.592 4.638
H: -8.291 -2.649 4.441
H: -7.426 -3.878 4.209

Properties
**E_tot**: -193353.4791 eV
**Frontier orbital gap**: 0.2324 Eh
**2S+1**: 1

Q: Which formula does entry 2 have?
A: C15H55HgO15

Q: Number 3 is which compound?
A: C15H79BrN3O27PS2Si2

Q: What is the E_tot in the first record?
A: -61860.2336 eV

Q: Among the records above, which one has the lowest frontier orbital gap?
A: C15H55HgO15